One molecule with the formula C3H3ClF4 in a non-equilibrium geometry. Source: OMol25; level of theory: the ωB97M-V functional and the def2-TZVPD basis.

Values from the calculation:
Structure (SMILES)   FC(F)[C@@H](F)[C@@H](F)Cl
Energy   -26550.2472 eV
Frontier orbital gap   11.8 eV
Largest force on an atom   4.8 eV/Å
M   150.5 g/mol

```
11
Properties=species:S:1:pos:R:3:forces:R:3
Cl 2.495174 -0.540329 0.088499 0.3 -1.0 -0.7
C -0.204750 0.437040 -0.475546 1.9 -3.5 -0.3
H 0.047224 0.147077 -1.584035 -0.1 0.9 1.9
F -1.942551 -0.407864 1.138107 2.1 -1.7 -2.4
F -0.676449 1.675707 -0.371170 -1.5 0.8 -0.2
F -0.299440 -1.894983 0.029251 -1.9 1.5 0.8
H 1.603708 1.413458 0.008862 0.7 3.3 -0.1
C -1.192705 -0.816848 -0.064205 -0.1 2.0 0.0
F 0.977385 0.487207 1.691190 -1.0 0.9 2.0
H -1.978723 -1.086833 -0.870327 1.3 0.5 1.6
C 1.171128 0.586368 0.409379 -1.7 -3.7 -2.5
```
Forces are in eV/Å.